{"formula": "C45H100ClN5", "method": "ωB97M-V/def2-TZVPD", "relative_energy_kcal_mol": 22.3, "orbital_gap_ev": [2.5, 9.2], "total_charge": 3, "homo_ev": [-7.819, -14.488], "multiplicity": 2, "elements": ["C", "C", "C", "N", "C", "C", "C", "C", "C", "C", "H", "H", "H", "H", "H", "H", "H", "H", "H", "H", "H", "H", "H", "H", "H", "H", "H", "H", "H", "H", "C", "C", "C", "N", "C", "C", "C", "C", "C", "C", "H", "H", "H", "H", "H", "H", "H", "H", "H", "H", "H", "H", "H", "H", "H", "H", "H", "H", "H", "H", "C", "C", "C", "N", "C", "C", "C", "C", "C", "C", "H", "H", "H", "H", "H", "H", "H", "H", "H", "H", "H", "H", "H", "H", "H", "H", "H", "H", "H", "H", "C", "C", "C", "N", "C", "C", "C", "C", "C", "C", "H", "H", "H", "H", "H", "H", "H", "H", "H", "H", "H", "H", "H", "H", "H", "H", "H", "H", "H", "H", "C", "C", "C", "N", "C", "C", "C", "C", "C", "C", "H", "H", "H", "H", "H", "H", "H", "H", "H", "H", "H", "H", "H", "H", "H", "H", "H", "H", "H", "H", "Cl"], "xyz": [[3.135020, -4.244280, 20.566700], [3.200160, -3.092130, 21.576830], [4.167370, -3.447690, 22.670940], [4.446720, -2.352410, 23.739810], [4.914840, -0.990310, 23.219310], [5.380070, 0.047130, 24.238130], [6.596750, -0.440950, 25.083540], [6.131360, -1.725840, 25.772850], [5.555000, -2.802970, 24.767370], [3.119100, -2.205910, 24.563640], [2.975670, -3.680660, 19.647440], [2.287760, -4.924380, 20.654500], [4.062990, -4.806610, 20.463000], [2.215140, -2.751920, 21.896370], [3.622220, -2.266530, 21.003820], [5.114590, -3.902900, 22.381710], [3.679320, -4.254270, 23.218050], [5.708730, -1.380150, 22.582230], [4.013180, -0.684720, 22.688540], [5.686540, 0.990040, 23.785270], [4.566790, 0.426700, 24.856690], [7.419680, -0.684800, 24.411650], [7.055370, 0.343950, 25.684950], [6.924930, -2.197600, 26.352330], [5.285650, -1.404520, 26.380820], [6.461680, -3.062030, 24.220630], [5.285260, -3.766740, 25.199210], [2.298280, -1.854930, 23.938200], [3.320340, -1.364650, 25.226870], [2.992540, -3.134790, 25.119770], [0.031020, -1.073180, 30.255980], [-0.336090, -0.330170, 29.028200], [-0.337890, -1.123250, 27.729520], [-1.708800, -1.563790, 27.134070], [-1.503690, -2.166970, 25.675380], [-0.951170, -3.628180, 25.648220], [-1.800020, -4.502530, 26.559850], [-1.732660, -3.988230, 28.020600], [-2.374990, -2.541330, 28.128680], [-2.810850, -0.408900, 27.008790], [-0.706820, -1.861640, 30.404340], [0.054720, -0.586520, 31.231020], [1.027860, -1.509290, 30.190940], [0.170830, 0.607670, 28.801070], [-1.325720, 0.019360, 29.322400], [0.285280, -2.011190, 27.623100], [-0.166730, -0.365020, 26.965400], [-0.773230, -1.558010, 25.142750], [-2.484820, -2.125420, 25.202350], [0.061090, -3.718630, 26.042240], [-0.685630, -3.860550, 24.616910], [-1.348220, -5.485270, 26.424990], [-2.851050, -4.575440, 26.280320], [-0.695230, -3.996240, 28.354930], [-2.320610, -4.698140, 28.602360], [-2.285150, -2.268880, 29.180250], [-3.449360, -2.590780, 27.951540], [-2.458880, 0.254970, 26.219170], [-2.837540, 0.241240, 27.883270], [-3.728880, -0.921020, 26.720600], [-2.816640, -0.335980, 16.476480], [-2.369390, -0.034110, 17.937940], [-3.336450, -0.819840, 18.920220], [-2.773220, -1.155620, 20.344070], [-1.568720, -2.118840, 20.346370], [-0.883200, -2.265990, 21.713690], [-0.372280, -0.930790, 22.135740], [-1.561040, 0.005750, 22.250550], [-2.232260, 0.133400, 20.922260], [-3.886650, -1.680620, 21.309640], [-3.211930, -1.351740, 16.484840], [-1.962790, -0.245160, 15.805070], [-3.703220, 0.131750, 16.048350], [-2.323930, 1.025490, 18.189510], [-1.331170, -0.282660, 18.158010], [-3.445860, -1.865580, 18.632910], [-4.312470, -0.352640, 19.051400], [-0.805750, -1.829600, 19.623660], [-2.095910, -3.008840, 20.002770], [-0.018670, -2.908960, 21.548530], [-1.525820, -2.649370, 22.506250], [0.453360, -0.582000, 21.515440], [0.022900, -1.069910, 23.142010], [-1.093450, 0.911220, 22.637300], [-2.311850, -0.288580, 22.983860], [-1.430490, 0.498230, 20.280260], [-3.000710, 0.905020, 20.875380], [-3.439390, -1.865890, 22.286230], [-4.304780, -2.589230, 20.876400], [-4.706430, -0.972110, 21.428350], [3.052240, 5.729840, 15.836030], [3.457370, 4.543380, 16.723700], [2.377740, 4.103140, 17.692690], [2.867060, 3.173890, 18.931590], [1.483750, 2.629570, 19.458240], [1.661730, 2.104820, 20.901040], [2.374380, 3.001360, 21.842130], [3.725560, 3.519720, 21.324870], [3.588670, 4.123200, 19.898340], [3.715940, 1.892940, 18.531740], [2.545140, 5.422390, 14.921460], [3.963110, 6.266990, 15.571660], [2.595920, 6.500390, 16.457430], [4.412710, 4.722700, 17.216940], [3.634000, 3.682390, 16.079030], [1.795790, 3.298540, 17.243180], [1.798680, 4.935130, 18.093410], [0.785960, 3.454690, 19.315560], [1.221360, 1.782100, 18.824970], [0.692000, 1.891130, 21.350540], [2.097630, 1.106960, 20.852330], [1.685750, 3.828170, 22.016110], [2.574710, 2.440740, 22.755180], [4.072890, 4.400380, 21.865160], [4.566110, 2.861570, 21.544930], [3.021400, 5.045360, 20.024600], [4.472440, 4.487460, 19.374540], [4.059170, 1.499090, 19.488380], [4.508050, 2.127740, 17.820740], [3.081790, 1.241140, 17.930800], [1.448640, 2.937650, 30.276170], [1.979920, 2.989710, 28.902010], [3.201800, 3.844570, 28.837110], [3.875430, 4.184840, 27.458570], [2.952840, 5.243190, 26.798030], [3.697390, 5.867730, 25.650340], [5.008000, 6.566180, 26.010610], [5.884100, 5.616310, 26.742410], [5.254290, 4.741810, 27.784340], [4.053560, 2.905730, 26.571270], [0.759890, 3.761930, 30.461390], [2.307650, 3.143630, 30.914750], [1.023330, 1.953760, 30.474110], [1.224250, 3.369870, 28.214590], [2.100330, 1.964340, 28.552410], [3.928640, 3.270650, 29.411910], [3.187330, 4.807460, 29.347730], [2.527890, 5.876930, 27.576420], [2.046480, 4.741960, 26.458340], [3.105470, 6.626980, 25.139190], [3.695990, 5.142000, 24.837070], [4.832710, 7.460930, 26.607930], [5.457370, 6.874350, 25.066570], [6.684880, 6.138450, 27.266080], [6.336610, 5.027400, 25.944590], [5.096450, 5.197630, 28.761790], [5.849950, 3.885710, 28.101180], [4.304180, 1.990710, 27.107960], [4.779970, 3.099550, 25.782050], [3.101530, 2.742690, 26.066130], [1.455150, 0.753880, 24.862850]], "forces_ev_per_a": [[-0.581, 0.629, -0.628], [1.279, 0.355, -0.695], [-0.135, -0.131, 1.713], [-0.459, -0.428, 2.977], [-0.781, -1.159, -0.493], [1.000, 0.245, 0.742], [-0.598, -0.771, -1.430], [-1.541, 0.203, -0.288], [1.111, 0.256, -0.797], [1.938, 0.832, -0.264], [-0.015, -0.592, -0.462], [0.148, -0.042, 0.367], [-0.044, 0.062, 0.127], [0.094, -0.215, 0.286], [-0.100, 0.349, 0.065], [0.116, 0.614, -0.508], [0.133, -0.011, 0.536], [0.159, 0.981, -0.507], [0.454, 0.586, -0.511], [0.005, -0.277, -0.941], [-0.340, -0.575, 0.276], [0.016, -0.122, -0.383], [-0.582, -0.167, 0.591], [-0.281, -0.138, 0.090], [0.215, -0.276, 0.753], [-0.241, -0.035, -0.877], [-0.531, 0.368, 0.380], [0.125, -0.446, -0.115], [-0.281, -0.236, 0.213], [-0.282, 0.102, -0.244], [1.270, -1.327, 1.106], [-1.306, 0.606, 0.171], [-1.673, 1.274, -1.935], [-2.002, -0.158, 1.297], [0.829, -0.647, 1.135], [-0.239, 1.663, 1.036], [0.494, -0.416, -0.456], [-0.681, 0.587, -1.336], [0.853, -2.292, -0.530], [2.314, -0.467, -0.738], [0.265, -0.319, -0.008], [-0.253, 0.792, -0.352], [0.001, -0.370, -0.124], [0.528, -0.211, 0.342], [-0.488, 0.168, -0.788], [0.199, 0.357, 0.292], [1.289, -0.317, -0.234], [-0.282, 0.701, 0.292], [0.048, 0.001, 0.066], [0.222, 0.641, 0.520], [-1.139, -0.477, -0.310], [-0.381, -0.336, 0.633], [-0.016, 0.055, -0.310], [-0.061, 0.069, 0.249], [0.109, 0.302, 0.387], [0.326, 0.865, -0.352], [0.132, -0.059, -0.411], [-0.059, -0.181, -0.288], [-0.276, -0.743, 0.279], [0.080, 0.336, 0.317], [0.054, -0.737, 0.690], [-1.241, -0.190, 0.757], [1.424, -1.023, 0.548], [0.466, 2.263, 1.681], [-1.706, -1.006, 0.052], [-0.062, -0.001, -1.226], [-0.602, -0.611, 1.631], [0.565, 0.102, 0.530], [0.279, 1.303, -0.557], [0.733, 0.029, -1.161], [0.710, -0.478, -0.261], [-0.261, -0.077, -0.072], [0.298, 1.040, 0.456], [-0.677, 0.186, -0.126], [0.118, -0.752, -0.461], [-0.439, 0.223, -0.993], [0.133, 0.007, 0.097], [-0.249, 0.405, -0.222], [0.674, -0.542, -0.018], [-0.215, -0.505, 0.000], [-0.027, -0.415, -0.213], [-0.156, 0.302, -0.307], [0.403, 0.327, 0.073], [-0.648, 0.650, -0.367], [0.312, -0.273, 0.448], [-0.110, -0.256, -0.619], [-0.303, -0.209, 0.166], [-0.089, -0.109, -0.358], [0.208, -0.058, 0.061], [0.332, 0.314, -0.297], [1.093, 0.313, 0.794], [0.171, -0.697, -0.318], [0.968, -2.294, 0.462], [-0.753, 0.880, -1.066], [1.747, 0.377, 1.239], [-0.768, -0.559, -1.105], [1.029, 0.665, 0.185], [0.299, 1.208, -0.551], [-0.279, -1.348, 0.266], [-0.767, 1.965, -0.192], [-0.337, 0.334, 0.363], [0.151, -0.322, -0.504], [-0.888, -0.144, -0.317], [-0.080, 0.276, 0.178], [0.262, 0.010, -0.103], [-0.714, 0.832, -0.528], [-0.040, -0.328, 0.232], [-0.036, -0.131, 0.343], [-0.148, -0.005, -0.289], [-0.334, 0.102, -0.273], [0.421, -0.217, -0.185], [0.251, 0.292, 0.455], [-0.359, 0.183, 0.283], [-0.364, 0.203, 0.518], [-0.182, -0.625, -0.784], [-0.686, -0.284, -0.246], [0.405, -0.588, 0.309], [-0.003, -0.357, -0.404], [0.343, 0.567, 0.557], [-0.365, -0.207, 0.679], [0.176, 0.619, 1.188], [-1.195, 0.152, -2.648], [2.101, -0.500, -0.341], [-0.822, -1.366, 0.461], [0.136, -0.900, -0.012], [-0.931, 1.188, -0.662], [-1.029, -0.041, -0.199], [1.373, -0.484, -0.212], [-1.110, -0.437, 1.266], [-1.106, 1.244, -0.273], [-0.245, -0.292, 0.132], [-0.201, -0.474, 0.697], [-0.107, 0.336, 0.376], [-0.242, 0.145, -0.091], [0.827, 0.058, -0.216], [0.603, 0.074, -0.215], [-0.720, 0.004, -0.087], [0.874, 0.443, 0.153], [0.270, -0.474, -0.242], [-0.585, 0.179, 0.486], [0.955, -0.417, 0.072], [-0.333, 0.066, -0.085], [0.260, 0.132, 0.226], [0.207, -0.033, -0.174], [0.326, -0.481, 0.322], [0.096, 0.897, -0.258], [0.209, -0.166, -0.613], [0.119, 0.503, 0.507], [0.155, 0.199, 0.325], [-0.106, -0.209, 0.087], [-0.025, -0.032, 0.179]], "lowdin_charge": [-0.093, -0.262, -0.129, -0.222, -0.096, -0.170, -0.175, -0.148, -0.076, -0.010, 0.058, 0.076, 0.083, 0.081, 0.075, 0.137, 0.131, 0.138, 0.110, 0.111, 0.067, 0.114, 0.114, 0.126, 0.100, 0.125, 0.129, 0.046, 0.033, 0.101, -0.098, -0.237, -0.094, -0.195, -0.069, -0.169, -0.187, -0.127, -0.091, 0.057, 0.070, 0.089, 0.086, 0.094, 0.110, 0.130, 0.055, 0.087, 0.121, 0.103, 0.110, 0.121, 0.120, 0.110, 0.124, 0.113, 0.124, 0.098, 0.096, 0.101, -0.078, -0.215, -0.073, -0.231, -0.089, -0.179, -0.247, -0.185, -0.155, 0.051, 0.066, 0.077, 0.081, 0.093, 0.056, 0.119, 0.136, 0.096, 0.130, 0.106, 0.098, 0.082, 0.041, 0.107, 0.101, 0.107, 0.142, 0.074, 0.111, 0.111, -0.074, -0.244, -0.101, -0.204, -0.113, -0.222, -0.215, -0.165, -0.102, 0.023, 0.088, 0.080, 0.077, 0.104, 0.109, 0.117, 0.126, 0.118, 0.070, 0.093, 0.064, 0.122, 0.057, 0.101, 0.100, 0.131, 0.123, 0.072, 0.090, 0.058, -0.079, -0.279, -0.131, -0.202, -0.087, -0.172, -0.175, -0.177, -0.114, 0.021, 0.099, 0.088, 0.071, 0.116, 0.106, 0.136, 0.138, 0.141, 0.129, 0.127, 0.111, 0.130, 0.127, 0.136, 0.121, 0.131, 0.140, 0.104, 0.092, 0.029, -0.316]}

***

{"formula": "C2H6S2", "method": "ωB97M-V/def2-TZVPD", "relative_energy_kcal_mol": 27.1, "orbital_gap_ev": 9.6, "smiles": "CSSC", "homo_ev": -8.729, "multiplicity": 1, "elements": ["C", "S", "S", "C", "H", "H", "H", "H", "H", "H"], "xyz": [[-0.903829, 1.110487, 1.561582], [-1.263732, -0.130600, 0.240904], [-0.350104, 0.128077, -1.505841], [1.087846, -1.080265, -1.472831], [-0.069195, 0.692230, 2.135351], [-0.523913, 1.987840, 1.345965], [-1.956784, 1.178401, 2.057558], [0.611503, -1.983335, -1.801204], [1.784708, -0.774595, -2.072687], [1.583501, -1.128244, -0.488796]], "forces_ev_per_a": [[-2.301, -4.718, 1.444], [-0.914, -0.091, 0.702], [1.383, 0.215, -0.281], [-4.194, -0.663, 3.975], [-0.787, -0.334, 0.656], [1.141, 4.694, -2.005], [2.283, -0.075, -0.427], [0.360, -0.704, 0.126], [3.783, 1.864, -3.994], [-0.753, -0.188, -0.195]], "lowdin_charge": [-0.420, 0.368, 0.376, -0.394, 0.025, -0.041, 0.071, 0.019, -0.054, 0.050]}